# 1
C14H27Br2F3KLi2N3NaO12PS | the ωB97M-V functional and the def2-TZVPD basis

As for the spin multiplicity: 1. As for the charge: 0. As for the HOMO energy: -5.19 eV. The value obtained for the LUMO energy is -3.432 eV. The HOMO-LUMO gap comes out at 1.757 eV.

Cartesian coordinates (Å):
Br: -0.181718 -4.023509 4.842163
Br: 0.405034 0.564058 4.147164
K: -5.681718 5.308310 0.446708
S: 5.474624 -5.409826 -4.039684
P: -1.297764 -0.726536 3.329053
Na: 0.199850 2.813579 -1.592124
F: 4.321555 -2.991409 -4.482690
F: 3.358435 -4.148561 -2.895776
F: 5.276605 -3.165666 -2.522416
O: 6.740137 -4.932697 -4.614206
O: -2.353887 -3.986013 -0.458951
O: -0.793999 -2.378030 3.672887
O: -4.100150 -4.914794 -1.305719
O: -2.614382 3.934436 -0.605680
O: 2.671720 -1.296592 -2.732620
O: -1.493228 3.595599 4.742804
O: -2.237942 -5.989935 -1.233170
O: 4.589873 -6.034525 -5.032729
O: 0.216409 -3.128207 0.544919
O: -3.495201 5.992708 -0.138514
O: 5.661213 -6.231085 -2.835769
N: -2.897245 -4.963569 -0.999282
N: 3.516451 -0.691638 -0.514186
N: -2.440096 0.779784 -0.567632
C: -1.480152 0.023416 -1.458914
C: 2.517538 -0.508273 -1.632125
C: -3.853424 5.727582 2.150832
C: -2.990975 4.769768 0.199663
C: 0.013567 0.155769 0.792768
C: 4.576361 -3.875162 -3.464943
C: 0.015765 -0.210324 -0.829768
C: -1.332332 -0.602279 1.414797
C: -2.635924 0.189751 0.811966
C: 3.716091 0.552311 0.319904
C: 1.235621 0.511927 -1.653834
C: 3.261335 -1.929490 0.315695
C: -3.729120 6.747581 1.049437
C: -2.927793 4.629984 1.690514
Li: 5.599850 -0.055025 -0.962435
Li: 0.199850 -3.919025 -1.556435
H: 0.934922 -0.364728 1.311440
H: 2.954314 -1.648370 1.419645
H: -1.899551 4.799049 2.022098
H: -1.107071 2.764940 4.532326
H: 0.217415 -1.384027 -0.878367
H: -0.169843 -2.712892 2.948697
H: -3.597306 -0.512977 0.896230
H: -0.009576 1.320342 0.915616
H: -1.890365 -1.008013 -1.833771
H: -2.854188 1.092355 1.560183
H: 2.737419 1.122036 0.614260
H: -0.611021 -3.532282 0.356520
H: 4.262221 -2.538228 0.348114
H: -3.387878 0.735941 -1.046809
H: 4.199862 0.187661 1.348309
H: -1.335837 0.693426 -2.435674
H: -4.881718 5.348061 2.190691
H: 4.540601 1.233960 -0.185273
H: -4.642148 7.339390 0.936472
H: -2.883509 7.425861 1.204494
H: -1.396341 -1.723794 1.015450
H: 0.863778 0.631511 -2.778195
H: 2.450702 -2.600474 -0.214831
H: -2.211755 1.816995 -0.519184
H: -3.281353 3.646862 2.009698
H: -3.602622 6.126481 3.137305
H: 1.570009 1.556524 -1.217119

Force components x, y, z for each atom (eV/Å):
0.90 -2.70 2.07
-0.16 -0.43 -0.80
-3.56 -1.15 -2.25
1.60 -3.07 -1.12
-0.87 -0.75 0.49
-0.64 0.92 -0.12
0.36 -0.88 0.83
0.86 0.01 -0.32
-0.20 -0.34 -0.35
-1.46 0.57 0.80
1.04 1.67 0.23
0.18 3.48 -3.64
0.27 0.28 0.19
-0.73 1.08 0.01
-1.10 5.06 7.19
-0.87 1.44 -0.64
0.49 0.28 -0.09
0.25 1.45 1.19
1.76 1.02 -1.48
0.91 -0.40 -1.30
-0.63 1.60 -0.62
-1.34 -1.59 -0.88
-1.57 2.06 -0.89
-1.20 -0.24 -0.75
2.22 -0.27 -2.30
0.73 -4.07 -5.76
0.25 0.22 1.60
1.51 -1.27 0.14
-0.53 -1.74 -0.96
-0.83 0.94 -0.21
0.08 -0.59 1.32
0.81 0.29 -2.41
-0.71 -0.32 4.12
0.64 -0.52 1.66
0.15 -0.61 -0.09
0.22 -1.86 0.49
0.67 1.22 0.83
-0.66 -0.17 -0.18
-0.45 -0.95 -0.29
-0.35 -0.32 1.44
-1.75 1.30 -1.11
0.34 -0.60 -2.37
0.13 -0.36 0.37
0.50 -1.06 -0.19
-0.50 2.23 0.48
-0.91 0.42 0.59
2.21 1.51 -0.74
0.08 -1.99 0.22
0.29 2.06 1.20
0.42 -1.66 -1.74
1.99 -0.76 -0.71
-1.50 -0.85 0.24
-1.96 1.05 0.03
1.26 0.14 0.51
-1.06 0.89 -2.17
-0.62 -1.35 1.90
1.09 0.25 1.74
-1.94 -0.39 0.95
0.33 0.34 -0.26
-0.25 -0.09 -0.01
0.65 2.28 0.77
1.31 -0.30 2.17
1.49 1.39 1.47
-0.09 -1.25 0.09
0.62 0.04 0.14
-0.01 -0.16 -0.16
-0.17 -2.40 -0.55

# 2
C14H27BrN2O5PS | the ωB97M-V functional and the def2-TZVPD basis

As for the spin multiplicity: 1. As for the charge: -1. As for the HOMO energy: -4.81 eV. The value obtained for the LUMO energy is 2.442 eV. The HOMO-LUMO gap comes out at 7.255 eV.

Cartesian coordinates (Å):
Br: -5.097474 -3.450400 -0.810373
S: -0.245287 -1.422215 2.214387
P: -1.196273 0.318061 2.215693
O: 3.267686 2.460765 0.189011
O: -5.898061 -1.136944 0.686138
O: 1.658007 3.036981 1.539672
O: -1.545696 3.130363 -0.682700
O: -1.918390 3.048693 1.573721
N: 2.672776 3.260637 0.901718
N: -3.211000 0.238459 0.179346
C: -4.907095 -1.727726 0.220886
C: -1.863868 0.764985 0.461753
C: 1.736774 0.301603 -1.399898
C: -1.776271 2.396134 0.478791
C: 3.414917 -1.450455 -0.211340
C: 3.732950 -3.017932 0.088781
C: 0.744129 0.900375 -0.244177
C: -0.702273 0.294760 -0.557999
C: 2.028810 -1.225610 -0.980169
C: -3.787068 0.668742 -1.113830
C: 3.235052 4.632006 1.002640
C: -3.375349 -1.206561 0.419818
C: -3.428373 -0.308930 -2.381468
C: 2.636891 -3.723069 1.021431
H: 2.056451 -1.891346 -1.927795
H: 3.472657 4.813144 2.050193
H: -3.139993 -1.544560 1.502056
H: 2.743721 0.847945 -1.420673
H: -0.739612 -0.843700 -0.641359
H: -3.504046 1.713585 -1.464836
H: 1.205153 0.570973 0.743182
H: -2.517815 -0.965620 -2.195772
H: 0.770666 2.039691 -0.407298
H: 1.207659 -1.689208 -0.315677
H: -4.944900 0.666677 -1.076252
H: 2.475389 5.325424 0.643384
H: 1.205188 0.289791 -2.411412
H: 2.615865 -3.285660 2.092050
H: 3.389017 -0.935501 0.820290
H: -4.313588 -1.012717 -2.607565
H: -2.361197 0.231538 3.058711
H: -1.008088 0.718551 -1.591046
H: 4.742059 -3.109033 0.649150
H: 4.131749 4.689621 0.388128
H: 2.900206 -4.841906 1.162270
H: 3.849696 -3.624790 -0.875794
H: -3.307310 0.365562 -3.310033
H: -2.701037 -1.880774 -0.238390
H: 4.337435 -1.058650 -0.777755
H: 1.569415 -3.689070 0.619834
H: -0.310253 1.317310 2.720579

Force components x, y, z for each atom (eV/Å):
0.10 0.81 0.59
-0.20 -0.05 0.27
-0.49 -0.63 -0.50
-0.26 0.47 0.57
4.08 -2.94 -2.21
0.96 0.25 -0.20
-0.96 -4.38 4.01
0.23 -3.03 -1.64
-0.31 -0.41 0.11
-0.34 -0.18 0.09
-2.17 3.44 2.09
2.30 1.34 -0.35
-0.39 -1.22 1.40
-0.12 5.48 -2.34
0.33 -0.81 0.53
-0.24 0.09 0.56
0.81 -0.29 -2.09
-0.67 0.57 -0.49
0.65 -0.96 -0.50
-0.96 -0.41 -2.11
0.19 0.25 -0.17
0.03 -1.75 -0.19
-0.77 0.18 -0.14
0.16 -0.59 0.54
0.05 0.96 1.34
-0.17 0.00 -0.09
-0.30 0.84 -1.58
-1.66 -0.64 -0.20
0.45 1.47 0.27
0.11 -1.29 1.28
-0.86 0.64 -1.19
-1.08 1.10 -0.45
-0.60 -1.91 0.65
1.15 1.06 -1.02
1.84 0.01 0.39
0.00 -0.10 0.17
0.83 0.33 1.33
0.05 -0.44 -1.81
-0.01 -0.57 -1.58
1.35 0.99 0.37
0.66 0.56 -0.38
0.44 -0.54 1.71
-1.50 0.29 -0.94
-0.15 -0.12 0.06
-0.35 1.70 -0.32
-0.26 0.96 1.17
0.10 -1.21 1.42
-1.14 1.00 0.93
-1.54 -0.29 0.65
1.51 0.11 0.41
-0.86 -0.13 -0.40

# 3
C14H27CeN2O | the ωB97M-V functional and the def2-TZVPD basis

As for the spin multiplicity: 2. As for the charge: +2. As for the HOMO energy (alpha / beta): -15.24 / -15.17 eV. The value obtained for the LUMO energy (alpha / beta) is -7.843 / -9.606 eV. The HOMO-LUMO gap (alpha / beta) comes out at 7.396 / 5.561 eV.

Cartesian coordinates (Å):
Ce: 0.378168 0.590376 0.271757
O: 0.174402 0.494636 2.617270
N: 1.237682 -0.082389 4.566678
N: -1.054590 0.002539 4.472294
C: 0.511966 -1.842871 -0.251274
C: 0.158201 2.906010 -0.947691
C: 1.522166 -2.593506 0.562378
C: -1.506372 -0.807305 -0.830181
C: -2.997312 -0.634500 -0.933630
C: 1.383070 2.036292 -1.030043
C: 1.966839 -1.151042 -2.322786
C: 0.093347 0.150112 3.807278
C: -0.860566 -1.658200 0.142262
C: -0.530116 -0.511345 -1.861413
C: 0.716653 -1.154355 -1.505136
C: 0.479087 4.201377 -1.749925
C: -0.816474 0.221535 -3.132473
C: -1.568765 -2.418394 1.226963
H: -1.865565 0.532976 -3.169261
H: -0.393829 4.861400 -1.714877
H: -0.753421 2.439622 -1.365163
H: 1.772911 -1.741512 -3.227594
H: 1.379028 4.685505 -1.347611
H: 2.273872 2.391496 -0.389050
H: -3.228686 0.166303 -1.626452
H: 1.789959 -0.220518 1.270589
H: 1.141507 -0.304451 5.576855
H: -3.526962 -1.541551 -1.270837
H: 1.521842 -2.272664 1.614503
H: -1.111907 -0.196497 5.452694
H: 1.547641 1.414769 -1.955638
H: 2.254011 -0.142425 -2.635725
H: -0.093987 3.242662 0.079188
H: 0.693074 3.925310 -2.787092
H: -3.411307 -0.329451 0.024713
H: -1.897859 0.179057 3.908109
H: -0.179363 1.103661 -3.229435
H: -0.969823 -2.448423 2.129326
H: 1.316998 -3.670302 0.529283
H: 2.778251 -1.617252 -1.758715
H: -0.616054 -0.450676 -3.974520
H: -1.819155 -3.453188 0.944773
H: -2.489980 -1.920501 1.525927
H: 2.522168 -2.401987 0.176442
H: 2.079247 0.019676 4.117253

Force components x, y, z for each atom (eV/Å):
-0.91 0.08 3.70
-0.88 0.45 -1.41
-4.22 -0.09 0.61
-1.06 0.43 -1.94
-0.47 0.07 -0.53
0.08 1.14 -0.47
0.05 -0.45 0.08
0.96 -1.37 -1.20
0.19 0.57 0.19
1.80 1.40 -0.28
-0.17 -0.09 0.20
2.24 -0.72 3.49
0.07 -0.56 -1.15
-0.96 -0.92 1.01
-0.97 -0.78 0.84
-0.07 -0.24 -0.18
0.02 -0.08 0.11
0.02 0.57 0.32
0.30 -0.02 -0.13
0.32 0.01 -0.03
0.29 -0.02 -0.05
0.19 0.11 0.09
-0.43 -0.02 -0.02
-1.04 -0.57 -1.33
-0.19 0.05 -0.17
0.57 0.11 -0.72
0.52 0.27 -1.41
0.45 0.23 0.16
-0.10 -0.28 -0.38
-0.09 -0.05 0.11
0.05 0.94 1.02
0.17 -0.33 -0.14
0.29 -0.27 -0.10
-0.13 0.18 0.10
-0.20 -0.12 0.11
0.55 -0.20 0.99
-0.08 -0.02 -0.34
0.31 -0.27 0.17
0.13 0.12 -0.04
0.01 0.15 -0.29
-0.05 0.24 0.01
0.22 0.37 -0.13
-0.16 -0.05 -0.21
0.02 -0.19 0.10
2.36 0.21 -0.78

# 4
C14H27ClN2O12P3 | the ωB97M-V functional and the def2-TZVPD basis

As for the spin multiplicity: 1. As for the charge: +1. As for the HOMO energy: -12.09 eV. The value obtained for the LUMO energy is -5.200 eV. The HOMO-LUMO gap comes out at 6.885 eV.

Cartesian coordinates (Å):
Cl: -3.716814 3.615619 -2.897671
P: 0.881209 -3.627166 0.617606
P: -3.413143 3.458874 -4.915477
P: 1.185955 0.572633 5.964391
O: -0.577120 1.368077 -1.553833
O: 0.515964 -2.080382 0.400829
O: 1.991380 -0.302217 -6.043127
O: 0.213672 0.938371 7.134935
O: -4.878141 2.978910 -5.401065
O: -0.192386 -4.170412 1.652652
O: 0.508190 1.311144 4.721880
O: 0.986954 -4.370170 -0.634462
O: 2.200413 1.602788 -4.874173
O: 2.177695 -3.564544 1.485532
O: 1.430408 -0.853663 5.775141
O: 2.482578 1.435362 6.290838
N: -1.278733 -0.653609 -5.326922
N: -0.734952 0.349398 -4.628374
C: 1.697408 0.540091 -5.025658
C: -2.563501 1.807641 -4.996037
C: 0.600245 0.013893 -4.101640
C: -1.302241 1.545986 -4.422346
C: -0.846780 2.391133 -2.105841
C: -1.538628 -4.377885 1.219905
C: -2.450431 -0.428215 -5.854306
C: -0.589260 2.575478 -3.608346
C: 3.755141 1.057558 5.744856
C: 1.127049 1.199683 3.441202
C: -0.328345 2.263119 7.262528
C: -0.305289 -1.730376 -0.710814
C: 2.130594 -3.088250 2.846264
C: -3.133108 0.788710 -5.731369
H: 2.880616 -0.666731 -5.907295
H: 0.720685 0.371445 -3.088478
H: -1.271212 3.239220 -1.557170
H: 0.455095 3.014181 7.170307
H: 4.387902 0.688845 6.548772
H: -5.310561 2.406037 -4.747624
H: -2.019944 -5.014509 1.955941
H: -0.774704 2.325918 8.250098
H: 0.307707 -1.211080 -1.446152
H: -2.069899 -3.425210 1.172371
H: 0.669095 -1.068997 -4.078699
H: 1.669361 -3.837450 3.484057
H: 3.152505 -2.923614 3.172464
H: 0.389862 1.491595 2.697712
H: -1.094685 -1.063115 -0.369227
H: 1.985530 1.870760 3.375884
H: 0.491094 2.529746 -3.746513
H: 4.208634 1.942220 5.301791
H: 1.441583 0.173621 3.248930
H: -4.086521 0.903839 -6.224689
H: -1.560375 -4.871689 0.247794
H: 3.655355 0.279259 4.989858
H: -0.745568 -2.611341 -1.177964
H: -0.899033 3.576998 -3.900524
H: -1.093109 2.426253 6.506066
H: 1.573374 -2.156039 2.915927
H: -2.886005 -1.249376 -6.406450

Force components x, y, z for each atom (eV/Å):
0.06 -0.17 0.26
0.13 -0.07 0.11
-0.06 0.33 -0.54
0.08 0.05 0.11
-0.02 -0.44 0.17
-0.16 -0.06 0.03
0.01 -0.43 0.46
-0.11 0.10 -0.10
0.07 0.00 0.21
0.04 0.03 -0.02
-0.09 -0.01 0.01
-0.06 0.02 -0.16
0.35 0.63 0.23
-0.01 0.06 0.09
0.09 -0.09 -0.15
-0.03 -0.04 -0.15
0.16 0.40 0.30
-0.25 -0.15 0.00
-0.20 -0.24 -0.24
-0.12 -0.67 0.15
0.24 -0.57 -0.03
0.08 0.10 -0.23
-0.01 0.14 -0.03
-0.08 -0.03 -0.03
-0.19 -0.02 -0.14
0.02 0.25 0.19
0.10 0.02 0.03
0.02 0.01 -0.04
-0.03 0.06 0.09
-0.06 0.00 -0.03
0.01 0.02 0.21
0.29 0.18 0.16
0.07 0.20 -0.45
-0.08 0.33 -0.01
0.08 0.21 -0.02
0.02 -0.02 -0.01
-0.01 -0.01 0.02
-0.23 0.06 -0.17
0.03 0.00 0.03
0.03 -0.06 0.02
0.00 0.01 0.00
0.02 0.00 0.00
-0.24 -0.05 -0.07
-0.05 0.00 -0.02
0.05 -0.02 -0.14
-0.03 0.01 0.02
0.06 0.04 0.06
0.01 -0.01 0.01
0.05 -0.04 -0.08
-0.03 0.02 0.03
0.00 -0.01 0.01
-0.06 0.08 0.00
0.03 0.00 0.00
-0.04 -0.04 0.04
0.04 -0.01 -0.02
-0.10 -0.01 -0.15
0.03 -0.02 -0.03
-0.03 -0.01 -0.01
0.11 -0.09 -0.01